{
  "formula": "C50H142N12O15",
  "method": "ωB97M-V with the def2-TZVPD basis set",
  "orbital_gap_ev": 9.30,
  "homo_energy_ev": -8.9,
  "lumo_ev": 0.43,
  "energy_ev": -102736.940,
  "elements": ["C", "O", "H", "H", "H", "H", "C", "O", "H", "H", "H", "H", "O", "H", "H", "C", "C", "C", "O", "C", "N", "H", "H", "H", "H", "H", "H", "H", "H", "H", "H", "H", "C", "C", "C", "O", "C", "N", "H", "H", "H", "H", "H", "H", "H", "H", "H", "H", "H", "C", "C", "C", "O", "C", "N", "H", "H", "H", "H", "H", "H", "H", "H", "H", "H", "H", "C", "C", "C", "O", "C", "N", "H", "H", "H", "H", "H", "H", "H", "H", "H", "H", "H", "C", "C", "C", "O", "C", "N", "H", "H", "H", "H", "H", "H", "H", "H", "H", "H", "H", "C", "C", "C", "O", "C", "N", "H", "H", "H", "H", "H", "H", "H", "H", "H", "H", "H", "C", "C", "C", "O", "C", "N", "H", "H", "H", "H", "H", "H", "H", "H", "H", "H", "H", "C", "C", "C", "O", "C", "N", "H", "H", "H", "H", "H", "H", "H", "H", "H", "H", "H", "C", "C", "C", "O", "C", "N", "H", "H", "H", "H", "H", "H", "H", "H", "H", "H", "H", "C", "C", "C", "O", "C", "N", "H", "H", "H", "H", "H", "H", "H", "H", "H", "H", "H", "C", "C", "C", "O", "C", "N", "H", "H", "H", "H", "H", "H", "H", "H", "H", "H", "H", "C", "C", "C", "O", "C", "N", "H", "H", "H", "H", "H", "H", "H", "H", "H", "H", "H"],
  "coordinates": [[17.917, 12.682, 21.283], [17.081, 13.715, 20.814], [17.423, 11.805, 21.639], [18.614, 12.463, 20.450], [18.427, 13.033, 22.164], [16.173, 13.582, 21.149], [19.005, 14.425, 17.977], [18.837, 15.260, 16.755], [18.531, 13.475, 17.638], [20.073, 14.256, 18.029], [18.543, 14.826, 18.854], [19.158, 16.169, 16.935], [14.046, 16.955, 16.113], [14.059, 17.150, 17.039], [14.680, 16.265, 16.041], [15.551, 21.978, 14.442], [15.107, 21.178, 13.191], [15.080, 19.771, 13.547], [14.780, 18.912, 12.429], [15.079, 17.561, 12.659], [13.852, 21.600, 12.612], [16.166, 21.349, 15.091], [14.709, 22.374, 15.058], [16.111, 22.835, 14.098], [15.950, 21.348, 12.500], [14.287, 19.699, 14.321], [15.997, 19.489, 14.077], [14.442, 17.186, 13.494], [16.161, 17.378, 12.953], [15.009, 17.039, 11.701], [13.697, 21.002, 11.775], [13.075, 21.461, 13.245], [22.600, 17.815, 17.291], [21.103, 18.120, 17.031], [20.799, 17.555, 15.637], [19.419, 17.828, 15.251], [19.272, 17.751, 13.847], [20.188, 17.585, 18.049], [23.187, 18.131, 16.375], [22.859, 16.784, 17.458], [22.957, 18.282, 18.196], [21.077, 19.243, 16.932], [21.010, 16.469, 15.426], [21.489, 18.124, 15.030], [19.751, 18.578, 13.330], [18.220, 17.848, 13.530], [19.744, 16.836, 13.455], [19.291, 18.025, 18.054], [20.446, 17.475, 19.003], [15.851, 23.489, 23.932], [15.327, 23.663, 22.447], [14.125, 22.721, 22.129], [14.732, 21.448, 21.833], [13.837, 20.348, 21.842], [15.086, 25.080, 22.155], [15.711, 22.447, 24.062], [15.179, 23.964, 24.644], [16.892, 23.718, 23.993], [16.116, 23.371, 21.726], [13.551, 23.115, 21.308], [13.416, 22.591, 22.963], [12.797, 20.642, 22.083], [14.292, 19.608, 22.612], [13.742, 19.850, 20.889], [14.437, 25.418, 22.823], [14.749, 25.324, 21.216], [15.941, 26.640, 18.573], [16.001, 25.404, 17.735], [15.472, 24.263, 18.684], [15.253, 23.083, 17.866], [14.613, 22.065, 18.548], [15.299, 25.451, 16.422], [14.937, 26.824, 18.930], [16.273, 27.504, 18.006], [16.597, 26.548, 19.432], [17.048, 25.232, 17.530], [14.486, 24.620, 19.063], [16.128, 24.025, 19.550], [14.737, 21.151, 17.982], [13.492, 22.261, 18.643], [15.076, 21.837, 19.596], [14.348, 25.721, 16.651], [15.212, 24.477, 16.128], [11.486, 25.387, 12.478], [11.080, 23.996, 12.849], [11.661, 23.767, 14.261], [11.319, 22.501, 14.739], [11.621, 22.364, 16.090], [9.575, 24.076, 12.791], [11.221, 26.074, 13.328], [10.914, 25.815, 11.665], [12.558, 25.405, 12.223], [11.520, 23.205, 12.123], [11.287, 24.579, 14.892], [12.771, 23.820, 14.211], [11.467, 21.344, 16.443], [10.917, 23.105, 16.712], [12.655, 22.665, 16.345], [9.169, 23.143, 12.957], [9.207, 24.598, 13.562], [20.306, 22.894, 17.075], [19.787, 21.801, 17.930], [20.763, 21.698, 19.140], [21.810, 20.843, 18.678], [23.046, 21.045, 19.409], [18.415, 22.155, 18.540], [20.299, 23.860, 17.626], [19.671, 23.009, 16.182], [21.283, 22.574, 16.884], [19.839, 20.813, 17.388], [20.463, 21.330, 20.065], [21.184, 22.755, 19.324], [22.761, 21.648, 20.336], [23.709, 21.679, 18.864], [23.510, 20.083, 19.679], [17.827, 22.718, 17.899], [17.877, 21.305, 18.610], [15.035, 13.135, 17.811], [15.361, 13.273, 16.349], [14.263, 12.979, 15.375], [13.923, 11.582, 15.275], [12.882, 11.373, 14.313], [15.805, 14.681, 16.088], [14.229, 13.862, 18.044], [15.886, 13.356, 18.491], [14.678, 12.156, 18.058], [16.156, 12.572, 16.036], [14.641, 13.316, 14.453], [13.340, 13.578, 15.684], [11.836, 11.624, 14.660], [12.916, 10.352, 13.956], [13.084, 12.051, 13.445], [16.674, 14.700, 16.614], [16.105, 14.770, 15.096], [12.635, 17.915, 24.221], [13.065, 17.820, 25.672], [14.444, 18.499, 25.703], [15.210, 17.907, 24.677], [16.591, 18.235, 24.761], [12.130, 18.445, 26.604], [13.399, 17.508, 23.449], [12.367, 18.937, 23.935], [11.723, 17.328, 24.236], [13.137, 16.810, 26.025], [14.930, 18.325, 26.638], [14.218, 19.534, 25.486], [17.024, 17.930, 23.806], [17.091, 17.736, 25.568], [16.725, 19.298, 24.797], [12.164, 17.907, 27.441], [12.363, 19.432, 26.794], [10.826, 14.397, 22.073], [11.037, 14.897, 20.627], [11.036, 16.427, 20.593], [11.392, 16.969, 19.336], [11.041, 18.330, 19.143], [12.324, 14.417, 20.059], [10.527, 13.309, 22.128], [10.202, 15.078, 22.628], [11.823, 14.471, 22.558], [10.176, 14.627, 19.979], [11.827, 16.718, 21.318], [10.062, 16.861, 20.950], [11.764, 18.967, 19.653], [10.031, 18.517, 19.488], [11.094, 18.495, 18.021], [12.881, 15.164, 19.605], [12.256, 13.576, 19.579], [15.341, 16.448, 20.429], [15.564, 17.587, 19.447], [16.790, 17.440, 18.582], [17.255, 18.722, 18.125], [16.894, 19.045, 16.815], [14.311, 17.949, 18.715], [16.273, 16.450, 21.105], [15.229, 15.456, 19.931], [14.476, 16.608, 21.145], [15.853, 18.461, 20.138], [16.558, 16.909, 17.597], [17.529, 16.955, 19.212], [17.319, 18.435, 16.028], [17.294, 20.064, 16.659], [15.837, 19.072, 16.598], [13.492, 17.858, 19.286], [14.403, 18.885, 18.426], [13.974, 11.295, 21.557], [14.037, 12.388, 22.546], [14.978, 12.033, 23.731], [15.184, 13.224, 24.568], [13.977, 13.757, 25.149], [14.635, 13.601, 21.945], [13.158, 11.537, 20.865], [13.860, 10.305, 21.992], [14.954, 11.178, 21.027], [13.145, 12.570, 23.047], [16.025, 11.721, 23.381], [14.644, 11.159, 24.368], [14.136, 13.922, 26.200], [13.213, 13.017, 25.096], [13.682, 14.681, 24.698], [14.802, 14.310, 22.668], [13.950, 13.978, 21.230], [20.602, 17.537, 22.746], [19.212, 17.366, 22.125], [18.660, 18.664, 21.458], [18.648, 19.676, 22.384], [17.874, 20.821, 22.075], [19.210, 16.348, 21.053], [20.560, 18.357, 23.474], [21.243, 17.647, 21.868], [20.796, 16.676, 23.382], [18.389, 17.079, 22.788], [17.648, 18.464, 21.142], [19.248, 18.976, 20.554], [17.703, 21.431, 22.977], [16.948, 20.489, 21.690], [18.308, 21.472, 21.264], [18.737, 15.501, 21.452], [20.112, 16.126, 20.651]],
  "mulliken_charge": [-1.0528, 0.3091, 0.3807, 0.2957, 0.2960, 0.0067, -0.5726, -0.5768, 0.2617, 0.4300, 0.0530, 0.0719, -0.6171, 0.1254, 0.3493, -0.0393, 0.0947, 0.2732, -0.4506, -0.0614, -0.4835, -0.2936, -0.5335, 0.5012, 0.2042, 0.2375, -0.4080, 0.1481, -0.1985, 0.3701, 0.3527, 0.2371, -1.7517, 1.7465, -1.6702, 0.1649, -0.6253, 0.1192, 0.3464, 0.4582, 0.2760, -0.3959, 0.3957, 0.6819, 0.3346, -0.1889, 0.3164, -0.7542, 0.2374, -1.2937, 1.2384, -0.9073, 0.1829, -0.1987, -0.5840, 0.0960, 0.4543, 0.3358, -0.4927, 0.2309, 0.4762, 0.6318, -0.0307, -0.4955, 0.2781, 0.1543, -1.6207, 0.2518, -0.8036, 0.3216, -0.2055, -0.6107, 0.3658, 0.4033, 0.3795, 0.2535, 0.6017, 0.2166, -0.0787, 0.2951, -0.2407, 0.3219, 0.2045, -1.5402, 0.5029, -0.5475, -0.4224, -0.4044, -0.7585, 0.3117, 0.4479, 0.3362, 0.2120, 0.5606, 0.1473, 0.2530, 0.3436, 0.0479, 0.2690, 0.2694, -2.1908, 2.2073, -1.2525, -0.1147, -0.9608, -0.1915, 0.4137, 0.4164, 0.5784, -0.7433, 0.6800, 0.3350, 0.3389, 0.3166, 0.2460, -0.0781, -0.2393, -0.8350, 0.5082, -1.0706, -0.3740, -0.7101, 0.0571, -0.0809, -0.1430, 0.6876, 0.3988, 0.6264, 0.2753, 0.2478, 0.2731, 0.2940, -0.5344, 0.2229, -0.8812, 0.4728, -0.8445, 0.1084, -0.7021, -0.7164, -0.0735, 0.2292, 0.3481, 0.3574, 0.4068, 0.2037, -0.2612, 0.3902, 0.3335, 0.3020, 0.2639, -0.8521, 0.3535, -1.0550, -0.4363, -0.6036, -0.0657, 0.2982, 0.4490, -0.1164, 0.3080, 0.1503, 0.6307, -0.0046, 0.5282, 0.1691, -0.2547, 0.1913, 0.5316, 1.7587, 1.3779, 2.2382, -1.3258, 0.7272, -0.1318, -0.8889, 0.0239, -1.4753, -0.4370, -0.6688, -0.1742, -0.4866, 0.5276, -0.3776, -0.2851, -1.5610, 0.6862, -0.7372, -0.4153, -0.5007, 1.1505, 0.2492, 0.4859, 0.1522, 0.2499, 0.1985, 0.3412, 0.3537, 0.3914, -0.0587, 0.0878, -0.8572, -1.5464, -0.2297, 1.3983, -0.4415, -0.0154, -0.2959, 0.3091, 0.2793, 0.4199, 0.2601, -0.1451, -0.2262, 0.2564, -0.2310, -0.0186, -0.0417, 0.3247]
}